[1]
Computed, not measured: the molecule C4H6O2, with wB97M-V/def2-TZVPD.

The geometry in XYZ format:
```
12
C4H6O2 (wB97M-V/def2-TZVPD)
C -0.32 -0.72 -1.29
C 0.76 0.01 -0.54
O 1.39 0.97 -0.97
C 0.86 -0.32 0.92
C -0.14 1.03 1.07
O 0.24 -1.32 1.47
H -1.23 -0.82 -0.69
H -0.52 -0.23 -2.24
H 0.05 -1.74 -1.43
H 1.81 0.04 1.37
H -1.06 1.34 0.52
H 0.08 1.69 1.91
```

The largest force on an atom comes out at 0.06304 hartree/bohr. For the highest occupied orbital energy (spin up / spin down), the calculation gives -9.24 / -9.70 eV. The calculation puts the energy at -8335.0525 eV. As for the total charge: 0. As for the multiplicity: 1. The gap between HOMO and LUMO (spin up / spin down) comes out at 7.136 / 8.941 eV.

---

[2]
Computed, not measured: the molecule C21H31N3O4S, with wB97M-V/def2-TZVPD.

The geometry in XYZ format:
```
60
C21H31N3O4S (wB97M-V/def2-TZVPD)
C 3.06 -4.47 -5.65
C 2.93 -3.31 -4.68
O 3.81 -2.48 -4.54
N 1.77 -3.26 -3.96
C 1.52 -2.37 -2.91
C 2.22 -1.23 -2.55
C 1.77 -0.51 -1.45
C 0.66 -0.92 -0.75
C -0.05 -2.07 -1.10
C 0.39 -2.79 -2.19
C -0.13 -4.06 -2.78
H -1.21 -4.05 -2.91
H 0.12 -4.90 -2.13
C 0.61 -4.14 -4.12
C -0.28 -3.62 -5.25
H -0.65 -2.63 -5.00
H 0.26 -3.55 -6.19
H -1.13 -4.28 -5.40
H 0.94 -5.16 -4.35
H -0.90 -2.36 -0.52
S 0.09 0.07 0.61
O -0.94 -0.66 1.32
O 1.19 0.56 1.38
N -0.53 1.39 -0.20
H -0.36 2.23 0.32
C -1.86 1.31 -0.76
C -3.00 1.24 0.27
C -2.77 2.29 1.35
O -3.17 3.44 1.26
N -2.06 1.82 2.39
H -1.69 0.88 2.34
C -1.55 2.66 3.46
C -1.36 1.79 4.70
C -1.52 2.52 6.04
C -0.89 3.91 6.11
H -1.57 4.65 5.69
C 0.45 4.04 5.38
H 1.04 4.82 5.86
H 1.02 3.11 5.46
C 0.28 4.42 3.91
C -0.24 3.32 3.00
H -0.42 3.76 2.01
H 0.51 2.53 2.88
H 1.25 4.75 3.51
H -0.40 5.28 3.85
H -0.75 4.16 7.16
H -2.59 2.62 6.26
H -1.09 1.89 6.82
H -2.08 0.98 4.67
H -0.37 1.33 4.65
H -2.31 3.44 3.64
H -3.95 1.45 -0.24
H -3.04 0.25 0.72
H -1.88 0.42 -1.40
H -2.00 2.19 -1.40
H 2.29 0.38 -1.13
H 3.10 -0.93 -3.10
H 4.01 -4.36 -6.17
H 3.07 -5.41 -5.10
H 2.26 -4.48 -6.37
```

The largest force on an atom comes out at 0.01763 hartree/bohr. For the highest occupied orbital energy, the calculation gives -8.82 eV. The calculation puts the energy at -45777.3157 eV. As for the total charge: 0. As for the multiplicity: 1. The gap between HOMO and LUMO comes out at 9.259 eV. Its structure (SMILES) is CC(=O)N1c2ccc(S(=O)(=O)NCCC(=O)NC3CCCCCC3)cc2C[C@H]1C.

---

[3]
Computed, not measured: the molecule C5H8N2O, with wB97M-V/def2-TZVPD.

The geometry in XYZ format:
```
16
C5H8N2O (wB97M-V/def2-TZVPD)
C -0.22 0.60 -1.63
C -1.17 -0.36 -1.22
C 0.59 0.05 -0.17
C -0.61 -1.06 0.72
C 1.35 1.59 1.34
N 0.33 1.18 0.71
N -0.32 -2.28 0.73
O 1.65 -0.54 -0.39
H -0.73 -2.78 1.51
H 0.47 0.34 -2.42
H -0.47 1.65 -1.54
H -2.10 -0.05 -0.76
H -1.11 -1.37 -1.59
H -1.24 -0.53 1.44
H 1.23 2.43 2.02
H 2.34 1.14 1.23
```

The largest force on an atom comes out at 0.01127 hartree/bohr. For the highest occupied orbital energy, the calculation gives -8.24 eV. The calculation puts the energy at -10336.9880 eV. As for the total charge: 0. As for the multiplicity: 1. The gap between HOMO and LUMO comes out at 7.936 eV.

---

[4]
Computed, not measured: the molecule C19H25N3O2, with wB97M-V/def2-TZVPD.

The geometry in XYZ format:
```
49
C19H25N3O2 (wB97M-V/def2-TZVPD)
N -4.62 -1.63 1.62
O 3.19 -2.48 -2.41
O 3.13 -0.70 -0.82
C -3.61 -1.31 2.37
C -5.21 -0.57 1.04
C -4.54 0.57 1.42
C -0.80 -3.18 -0.83
C -1.38 -1.88 -1.00
C 0.60 -3.41 -0.99
C -0.60 -0.73 -1.17
C 1.34 -2.17 -0.98
C 0.82 -0.94 -1.02
N -3.41 0.09 2.19
N 0.81 2.07 -0.08
C 4.54 -2.16 -2.81
C 2.80 -2.02 -1.12
C -2.29 0.91 2.69
C 0.48 3.06 0.98
C 1.64 2.51 -1.27
C 1.65 0.92 0.37
C -1.60 1.67 1.59
C -0.44 2.47 2.06
C 1.87 1.16 -2.04
C 1.86 0.05 -0.87
H -3.03 -2.00 2.98
H -6.19 -0.56 0.49
H -4.87 1.57 1.15
H -1.51 -4.05 -0.65
H -2.46 -1.73 -0.88
H 1.12 -4.32 -1.07
H -1.05 0.22 -1.28
H 4.39 -1.28 -3.47
H 5.07 -1.89 -1.91
H 4.87 -3.09 -3.28
H 3.22 -2.80 -0.51
H -1.55 0.33 3.22
H -2.85 1.68 3.31
H 0.02 4.01 0.67
H 1.40 3.32 1.37
H 2.58 3.05 -1.11
H 1.06 3.13 -1.84
H 1.21 0.30 1.13
H 2.53 1.30 0.77
H -1.24 0.90 0.85
H -2.30 2.35 1.00
H -0.79 3.25 2.73
H 0.18 1.81 2.75
H 1.06 1.00 -2.86
H 2.90 1.19 -2.46
```

The largest force on an atom comes out at 0.09185 hartree/bohr. For the highest occupied orbital energy, the calculation gives -8.75 eV. The calculation puts the energy at -28670.7147 eV. As for the total charge: 0. As for the multiplicity: 1. The gap between HOMO and LUMO comes out at 9.506 eV. Its structure (SMILES) is CO[C@H]1O[C@@]2(CCN(CCCCn3ccnc3)C2)c2ccccc21.

---

[5]
Computed, not measured: a cluster of 2 separate species, CH3F3NS in total, with wB97M-V/def2-TZVPD.

The geometry in XYZ format:
```
9
CH3F3NS (wB97M-V/def2-TZVPD)
C 2.47 0.33 0.15
N -0.35 -0.04 -0.18
F -2.56 0.05 -1.42
F -2.32 -1.67 0.13
F -2.69 0.49 0.93
S -1.79 -0.23 -0.16
H 2.52 0.09 1.22
H 2.48 1.48 -0.26
H 2.22 -0.50 -0.41
```

The largest force on an atom comes out at 0.10836 hartree/bohr. For the highest occupied orbital energy, the calculation gives -15.55 eV. The calculation puts the energy at -21549.1721 eV. As for the total charge: +1. As for the multiplicity: 1. The gap between HOMO and LUMO comes out at 6.712 eV.

---

[6]
Computed, not measured: a structure of composition C22H18AuF2N6O, with wB97M-V/def2-TZVPD.

The geometry in XYZ format:
```
50
C22H18AuF2N6O (wB97M-V/def2-TZVPD)
Au -1.37 -0.05 -1.23
N 2.00 2.99 8.05
C 1.64 2.64 7.01
C 1.19 2.20 5.72
C 2.12 1.92 4.72
C 1.68 1.50 3.48
C 0.32 1.37 3.22
C -0.60 1.66 4.22
C -0.17 2.07 5.47
C -0.15 0.91 1.88
C 0.12 -0.39 1.52
C 0.72 -1.41 2.32
C 0.73 -2.56 1.57
C 0.14 -2.22 0.33
N -0.22 -0.95 0.30
C -0.79 1.87 1.09
C -0.87 3.24 1.36
C -1.47 3.86 0.28
C -1.76 2.85 -0.63
N -1.38 1.65 -0.16
H 3.17 2.03 4.93
H 2.40 1.27 2.70
H -1.66 1.56 4.02
H -0.89 2.29 6.25
H 1.06 -1.28 3.33
H 1.10 -3.53 1.86
H -0.03 -2.87 -0.51
H -0.49 3.72 2.25
H -1.68 4.91 0.15
H -2.24 2.94 -1.59
F -2.94 0.61 -3.52
C -3.10 0.36 -2.20
F -3.82 1.36 -1.68
H -3.64 -0.58 -2.06
C -1.34 -3.76 -4.14
N -0.18 -2.87 -4.05
C 0.93 -3.06 -4.81
C 2.00 -2.23 -4.72
C 1.89 -1.15 -3.81
N 0.79 -0.96 -3.07
C -0.21 -1.81 -3.18
O -1.28 -1.70 -2.49
N 2.88 -0.27 -3.65
H -1.13 -4.52 -4.90
H -2.22 -3.19 -4.43
H -1.52 -4.24 -3.18
H 0.91 -3.91 -5.48
H 2.88 -2.39 -5.33
H 3.73 -0.34 -4.18
H 2.77 0.49 -3.01
```

The largest force on an atom comes out at 0.02128 hartree/bohr. For the highest occupied orbital energy, the calculation gives -10.72 eV. The calculation puts the energy at -43215.1882 eV. As for the total charge: +1. As for the multiplicity: 1. The gap between HOMO and LUMO comes out at 6.991 eV.

---

[7]
Computed, not measured: a structure of composition C27H29BrN4O3PtS3SeSi, with wB97M-V/def2-TZVPD.

The geometry in XYZ format:
```
70
C27H29BrN4O3PtS3SeSi (wB97M-V/def2-TZVPD)
Pt -0.32 0.31 -0.68
C -2.02 1.35 3.50
N -2.51 2.10 2.34
C -2.31 3.55 2.39
C -2.33 1.52 1.17
N -2.24 1.04 0.12
H -2.62 1.62 4.37
H -0.97 1.59 3.67
H -2.12 0.28 3.30
H -2.92 3.95 3.21
H -2.64 3.99 1.45
H -1.26 3.78 2.55
O -0.93 -1.40 0.51
C -0.93 -2.71 0.10
C -1.77 -3.52 1.11
C -2.87 -3.05 1.76
C -3.47 -4.01 2.61
C -2.81 -5.20 2.60
S -1.44 -5.14 1.56
C -1.63 -2.90 -1.26
C -1.93 -4.02 -1.99
C -2.70 -3.74 -3.15
C -3.00 -2.41 -3.25
S -2.34 -1.52 -1.96
C 0.49 -3.27 0.10
C 1.07 -4.34 -0.51
C 2.43 -4.52 -0.14
C 2.84 -3.57 0.76
S 1.59 -2.47 1.14
H -3.22 -2.03 1.61
H -4.35 -3.83 3.21
H -3.03 -6.10 3.16
H -1.61 -5.02 -1.71
H -2.99 -4.48 -3.88
H -3.53 -1.90 -4.05
H 0.55 -4.96 -1.23
H 3.07 -5.30 -0.53
H 3.83 -3.46 1.18
C -0.80 1.60 -4.48
Si 0.32 2.50 -3.28
C 0.01 4.36 -3.54
C 2.11 2.27 -3.79
C -0.06 2.15 -1.51
H -0.61 1.91 -5.51
H -1.85 1.79 -4.25
H -0.63 0.52 -4.42
H 0.16 4.67 -4.58
H 0.70 4.93 -2.91
H -1.00 4.63 -3.24
H 2.41 2.99 -4.55
H 2.29 1.26 -4.17
H 2.77 2.39 -2.92
H -1.00 2.68 -1.28
H 0.72 2.62 -0.89
Br 6.39 3.95 2.30
C 4.90 2.99 3.00
C 5.01 2.41 4.26
N 4.00 1.75 4.81
C 2.87 1.64 4.11
C 2.68 2.18 2.84
C 3.74 2.87 2.27
C 1.37 1.97 2.08
O 0.43 2.73 2.42
O 1.41 1.08 1.22
H 5.93 2.49 4.83
H 2.07 1.09 4.59
H 3.64 3.30 1.29
Se 1.60 -0.69 -1.93
C 0.87 -1.40 -3.47
N 0.49 -1.86 -4.46
```

The largest force on an atom comes out at 0.01886 hartree/bohr. For the highest occupied orbital energy, the calculation gives -1.63 eV. The calculation puts the energy at -219592.8194 eV. As for the total charge: -2. As for the multiplicity: 1. The gap between HOMO and LUMO comes out at 5.436 eV.

---

[8]
Computed, not measured: the molecule C16H18ClN3OS, with wB97M-V/def2-TZVPD.

The geometry in XYZ format:
```
40
C16H18ClN3OS (wB97M-V/def2-TZVPD)
O -2.28 -4.05 0.39
C -1.71 -2.98 0.29
C -0.34 -2.66 0.57
C 0.10 -1.39 0.42
N -0.68 -0.36 0.00
C -1.93 -0.61 -0.29
N -2.69 0.39 -0.78
C -4.13 0.36 -0.90
H -4.51 -0.66 -1.01
C -4.77 1.04 0.32
C -4.26 2.48 0.43
C -2.73 2.49 0.47
H -2.36 3.51 0.47
C -2.17 1.74 -0.74
H -1.08 1.68 -0.69
H -2.47 2.25 -1.67
H -2.38 1.99 1.38
H -4.66 2.95 1.33
H -4.60 3.05 -0.44
H -5.86 1.03 0.22
H -4.51 0.49 1.22
H -4.40 0.92 -1.80
N -2.45 -1.86 -0.14
H -3.42 -2.06 -0.36
C 1.52 -1.01 0.69
H 1.96 -1.65 1.45
H 1.58 0.05 0.95
S 2.47 -1.24 -0.87
C 4.10 -0.70 -0.44
C 5.05 -0.76 -1.47
C 6.35 -0.36 -1.24
C 6.71 0.10 0.02
C 5.78 0.16 1.04
C 4.48 -0.25 0.81
H 3.77 -0.20 1.62
H 6.07 0.51 2.02
Cl 8.34 0.60 0.31
H 7.08 -0.40 -2.04
H 4.75 -1.11 -2.44
H 0.30 -3.46 0.90
```

The largest force on an atom comes out at 0.01365 hartree/bohr. For the highest occupied orbital energy, the calculation gives -8.04 eV. The calculation puts the energy at -46760.9080 eV. As for the total charge: 0. As for the multiplicity: 1. The gap between HOMO and LUMO comes out at 8.643 eV. Its structure (SMILES) is O=c1cc(CSc2ccc(Cl)cc2)nc(N2CCCCC2)[nH]1.

---

[9]
Computed, not measured: a structure of composition C2H4Cl3NO, with wB97M-V/def2-TZVPD.

The geometry in XYZ format:
```
11
C2H4Cl3NO (wB97M-V/def2-TZVPD)
C -0.72 -0.95 1.41
C 0.91 2.27 -1.82
N -0.81 -0.61 0.07
O 0.49 -1.47 1.90
Cl 2.03 1.51 -2.87
Cl 0.34 1.23 -0.48
Cl -0.30 3.17 -2.60
H -1.54 -1.70 1.55
H -0.97 -0.09 2.04
H -0.25 -1.21 -0.52
H 0.82 -2.15 1.30
```

As for the expectation value of S²: 2.0100. The largest force on an atom comes out at 0.06029 hartree/bohr. For the highest occupied orbital energy (spin up / spin down), the calculation gives -8.19 / -10.16 eV. The calculation puts the energy at -43238.9996 eV. As for the total charge: 0. As for the multiplicity: 3. The gap between HOMO and LUMO (spin up / spin down) comes out at 8.864 / 8.595 eV.

---

[10]
Computed, not measured: the molecule C3H5NO2, with wB97M-V/def2-TZVPD.

The geometry in XYZ format:
```
11
C3H5NO2 (wB97M-V/def2-TZVPD)
N 1.46 0.73 1.20
C 0.90 -0.23 0.39
O 1.30 -1.39 0.37
C -0.24 0.19 -0.39
C -0.96 -0.70 -1.13
O -2.26 -0.42 -1.16
H 0.91 1.53 1.48
H 2.13 0.39 1.87
H -0.47 1.24 -0.57
H -2.17 0.20 -0.39
H -0.61 -1.57 -1.68
```

The largest force on an atom comes out at 0.03674 hartree/bohr. For the highest occupied orbital energy, the calculation gives -9.12 eV. The calculation puts the energy at -8775.8995 eV. As for the total charge: 0. As for the multiplicity: 1. The gap between HOMO and LUMO comes out at 9.585 eV. Its structure (SMILES) is NC(=O)/C=C/O.

---

[11]
Computed, not measured: a cluster of 2 separate species, C5H7NO in total, with wB97M-V/def2-TZVPD.

The geometry in XYZ format:
```
14
C5H7NO (wB97M-V/def2-TZVPD)
O 0.94 -1.84 1.34
C 2.34 0.05 -0.65
C 1.12 0.51 -0.55
C -0.12 0.73 -0.29
C -1.41 1.35 -0.18
C -2.17 0.14 -0.53
N -1.12 0.05 0.51
H 1.45 -1.17 1.81
H 3.09 0.27 0.11
H 2.62 -0.63 -1.44
H -1.71 2.24 0.36
H -1.98 -0.35 -1.49
H -3.17 0.01 -0.12
H 0.13 -1.36 1.12
```

The largest force on an atom comes out at 0.00915 hartree/bohr. For the highest occupied orbital energy, the calculation gives -9.38 eV. The calculation puts the energy at -8831.2636 eV. As for the total charge: 0. As for the multiplicity: 1. The gap between HOMO and LUMO comes out at 10.331 eV. Its structure (SMILES) is C=C=C1[C@H]2CN12.O.

---

[12]
Computed, not measured: the molecule C4H8N2, with wB97M-V/def2-TZVPD.

The geometry in XYZ format:
```
14
C4H8N2 (wB97M-V/def2-TZVPD)
C -0.35 1.52 1.16
N 0.39 0.78 0.15
C -0.35 -0.19 -0.51
C 0.34 -0.98 -1.60
C -0.37 -1.46 0.80
N 0.46 -1.84 1.54
H -1.22 2.00 0.71
H 0.31 2.30 1.56
H -0.69 0.87 1.98
H 1.17 0.29 0.57
H -1.31 0.24 -0.84
H -0.32 -1.81 -1.82
H 0.52 -0.42 -2.53
H 1.28 -1.36 -1.21
```

The largest force on an atom comes out at 0.03804 hartree/bohr. For the highest occupied orbital energy, the calculation gives -9.79 eV. The calculation puts the energy at -7256.0348 eV. As for the total charge: 0. As for the multiplicity: 1. The gap between HOMO and LUMO comes out at 10.368 eV. Its structure (SMILES) is CN[C@@H](C)C#N.

---

Question: Which formula does entry 12 have?
Answer: C4H8N2

---

Question: Which value of multiplicity does entry 2 give?
Answer: 1